Computed, not measured: C8H24AlB3O4 as an isolated structure in a non-equilibrium geometry, with ωB97M-V/def2-TZVPD.

HOMO-LUMO gap (spin up / spin down), eV: 2.8 / 4.2
Expectation value of S²: 1.43
Net charge: +1
Energy relative to the best compared isomer or geometry (same formula, charge and spin), kcal per mole: 37.7
F_max, Eh/bohr: 0.1234
Multiplicity: 2
LUMO energy (spin up / spin down), Eh: -0.3615 / -0.3419

CARTESIAN COORDINATES (ANGSTROEM)
1 Al -2.72099 -9.16933 18.31586
2 B -3.92911 -6.42623 19.08977
3 H -3.44570 -6.46028 18.12571
4 H -4.57280 -5.56257 19.15289
5 H -4.58324 -7.26943 19.24905
6 H -3.18379 -6.56402 19.85772
7 B -5.32063 -7.55737 16.33812
8 H -6.33946 -7.31089 16.08224
9 H -5.07782 -7.83042 17.35337
10 H -4.83910 -8.29084 15.71011
11 H -4.82889 -6.60249 16.23509
12 B -1.29209 -11.09864 20.21194
13 H -0.95598 -11.49685 21.15677
14 H -0.88341 -11.71420 19.42561
15 H -2.35806 -11.11830 20.04591
16 H -0.92695 -10.09342 20.06897
17 O -4.90462 -10.92087 17.26374
18 C -5.69087 -11.55465 16.62640
19 O -6.00511 -12.76148 16.90183
20 C -6.88874 -13.35158 15.95931
21 C -7.49977 -12.18077 15.35616
22 C -6.47820 -11.00749 15.50957
23 H -7.45178 -14.01087 16.61993
24 H -6.31710 -14.01394 15.30921
25 H -8.39144 -11.74705 15.80883
26 H -7.72642 -12.28958 14.29555
27 H -6.86589 -10.04134 15.83260
28 H -5.72462 -10.87281 14.73364
29 O -0.40298 -7.63622 19.30635
30 C 0.07318 -7.07019 20.30351
31 O 1.25354 -7.40564 20.66891
32 C 1.58426 -6.83797 21.96845
33 C 0.54575 -5.72053 22.13725
34 C -0.61177 -6.10520 21.22396
35 H 2.61433 -6.53650 22.15863
36 H 1.38037 -7.66898 22.64370
37 H 0.94550 -4.74052 21.87671
38 H 0.23740 -5.62662 23.17850
39 H -1.25830 -5.28308 20.91701
40 H -1.26049 -6.80884 21.74565